Entry 1:
The following is a quantum chemistry calculation of 12 unconnected molecules or ions with the total composition C41H109N3O19, from the OMol25 dataset.

Output
E_tot: -3220.939453 Ha
HOMO level: -8.56 eV

CARTESIAN COORDINATES (ANGSTROEM)
C: -0.8392 -13.0419 4.7856
O: -0.5593 -11.6842 5.1071
C: -1.4048 -11.1427 6.1285
C: -0.9800 -9.6554 6.4183
N: -1.5396 -8.6485 5.4772
C: -1.2327 -7.2891 5.8384
C: -1.6162 -6.2146 4.7902
O: -0.9130 -6.5022 3.6176
C: -1.2881 -5.6625 2.5449
H: -0.2743 -13.2455 3.8759
H: -1.8721 -13.0647 4.4383
H: -0.6535 -13.7851 5.5610
H: -1.3412 -11.7168 7.0528
H: -2.4654 -11.2354 5.8948
H: 0.1084 -9.5986 6.4082
H: -1.3353 -9.4084 7.4187
H: -1.2667 -8.7241 4.5078
H: -0.1612 -7.2400 6.0319
H: -1.6433 -7.0853 6.8273
H: -1.4126 -5.1815 5.0719
H: -2.6778 -6.3903 4.6165
H: -2.3778 -5.6846 2.5335
H: -0.7895 -5.8876 1.6022
H: -0.9258 -4.6603 2.7740
C: 4.2798 -3.6535 5.7189
O: 4.6490 -3.5271 4.3423
C: 3.8540 -4.3796 3.5449
C: 4.0797 -4.1645 2.0765
N: 5.4350 -4.6021 1.7848
C: 5.9831 -3.9596 0.5708
C: 5.2527 -4.4181 -0.7812
O: 3.9411 -3.8041 -0.7788
C: 3.1271 -4.4652 -1.7036
H: 4.8481 -2.8659 6.2136
H: 4.5987 -4.6159 6.1192
H: 3.2344 -3.4396 5.9414
H: 2.8084 -4.1751 3.7751
H: 4.0337 -5.4134 3.8403
H: 4.0316 -3.0834 1.9461
H: 3.3164 -4.6111 1.4394
H: 5.9604 -4.3152 2.5983
H: 7.0343 -4.2384 0.4981
H: 5.8369 -2.8923 0.7368
H: 5.1935 -5.4983 -0.6480
H: 5.9124 -4.1986 -1.6206
H: 2.1255 -4.0381 -1.6554
H: 3.1569 -5.5438 -1.5488
H: 3.4204 -4.2950 -2.7396
C: 0.4583 0.9218 3.6154
O: 0.4648 1.2635 2.2249
C: 1.8046 1.1151 1.6765
C: 1.7619 0.6751 0.2627
N: 1.1713 1.6864 -0.6671
C: 1.0680 1.1438 -2.0148
C: 0.5801 2.0422 -3.2189
O: -0.8136 2.4083 -3.1864
C: -1.6499 1.2913 -3.5525
H: 0.9212 1.6800 4.2470
H: 0.9065 -0.0543 3.8012
H: -0.5756 0.9460 3.9598
H: 2.4484 0.4263 2.2234
H: 2.2079 2.1259 1.7390
H: 1.1656 -0.2240 0.1071
H: 2.7797 0.4298 -0.0409
H: 0.2596 1.9132 -0.2961
H: 0.4250 0.2637 -2.0231
H: 2.0994 0.8902 -2.2598
H: 0.8149 1.5972 -4.1858
H: 1.0322 3.0309 -3.1408
H: -1.5688 0.8741 -4.5563
H: -2.7168 1.5028 -3.4807
H: -1.5444 0.4545 -2.8620
C: 1.4651 8.5654 5.7956
C: 2.0675 7.3072 5.1784
C: 1.0269 6.5294 4.4043
O: 3.1053 7.6567 4.3018
H: 0.6553 8.2326 6.4448
H: 1.1279 9.1908 4.9691
H: 2.1655 9.0892 6.4462
H: 2.4230 6.6677 5.9863
H: 0.1149 6.3729 4.9804
H: 1.3732 5.6283 3.8980
H: 0.6657 7.1540 3.5873
H: 3.9076 7.6906 4.8278
C: 7.3164 1.6797 -5.6463
C: 8.2326 1.0513 -4.6164
C: 7.5113 0.3167 -3.5499
O: 9.0213 0.1955 -5.3918
H: 7.8043 2.2079 -6.4655
H: 6.7116 2.4683 -5.1985
H: 6.5819 1.0001 -6.0785
H: 8.7536 1.8818 -4.1400
H: 6.7996 0.9853 -3.0656
H: 8.2009 -0.0581 -2.7935
H: 6.9682 -0.5365 -3.9565
H: 9.6311 -0.1939 -4.7608
C: -4.4353 1.8574 3.5941
C: -4.0929 1.7554 2.1205
C: -3.3999 3.0083 1.4903
O: -3.1278 0.7494 2.0676
H: -4.5324 0.8965 4.0995
H: -5.2506 2.5454 3.8178
H: -3.6288 2.3898 4.0982
H: -4.9019 1.4111 1.4763
H: -4.2084 3.5361 0.9845
H: -2.6611 2.7941 0.7180
H: -2.9578 3.7165 2.1910
H: -2.3348 1.0868 2.4906
C: -3.8486 6.2712 -6.7513
C: -2.5623 6.6287 -7.4914
C: -2.6319 8.0472 -8.1581
O: -1.4881 6.5429 -6.5771
H: -4.0911 6.9471 -5.9313
H: -3.8640 5.3470 -6.1735
H: -4.7406 6.2891 -7.3774
H: -2.4038 5.9661 -8.3423
H: -2.6700 8.7632 -7.3372
H: -3.5561 8.2089 -8.7128
H: -1.8080 8.1981 -8.8557
H: -1.5755 5.7359 -6.0646
C: 1.5193 -1.4012 -8.6485
C: 1.0426 -1.6243 -10.1210
C: 0.5576 -0.2566 -10.6616
O: 2.0605 -2.1925 -10.8607
H: 1.7731 -2.3450 -8.1657
H: 0.7694 -1.0516 -7.9388
H: 2.4766 -0.8986 -8.5099
H: 0.1734 -2.2815 -10.1485
H: -0.0418 0.2564 -9.9094
H: -0.1147 -0.4926 -11.4864
H: 1.3975 0.3776 -10.9451
H: 1.8813 -2.1582 -11.8032
O: -2.6326 1.1574 10.0069
C: -2.8144 2.4614 10.5291
C: -2.6402 3.5754 9.4607
O: -2.5907 4.8535 10.0144
H: -2.1840 0.7081 10.7270
H: -3.6973 2.5526 11.1618
H: -2.0033 2.5257 11.2544
H: -3.4482 3.4089 8.7483
H: -1.6792 3.4007 8.9770
H: -1.6880 5.1391 10.1734
O: 3.5117 7.3664 -0.1485
C: 2.9395 6.2877 -0.7918
C: 4.0974 5.5679 -1.4581
O: 4.7064 4.6704 -0.4583
H: 3.7068 7.1143 0.7570
H: 2.3282 5.6772 -0.1272
H: 2.1316 6.5541 -1.4734
H: 4.7999 6.2309 -1.9630
H: 3.5903 5.0161 -2.2496
H: 4.0544 3.9794 -0.3205
O: -9.9178 4.8276 -3.5344
C: -8.8678 4.0933 -4.1397
C: -8.4574 2.8681 -3.2821
O: -9.5452 1.9704 -3.2183
H: -10.5698 4.1416 -3.3738
H: -8.9707 3.8108 -5.1874
H: -8.0078 4.7552 -4.0379
H: -8.2068 3.1646 -2.2635
H: -7.6433 2.4172 -3.8495
H: -9.2784 1.2433 -2.6511
O: -5.7431 -2.2727 -4.4936
C: -5.9816 -2.4632 -3.1293
C: -5.2928 -3.7284 -2.5279
O: -5.9282 -4.9252 -3.0955
H: -6.4563 -2.6799 -4.9907
H: -5.8278 -1.5959 -2.4872
H: -7.0538 -2.6592 -3.1238
H: -5.4619 -3.5382 -1.4680
H: -4.2189 -3.8299 -2.6846
H: -5.5654 -5.0108 -3.9801



Entry 2:
The following is a quantum chemistry calculation of 11 unconnected molecules or ions with the total composition C41H112N8O11, from the OMol25 dataset.

Output
E_tot: -2894.791626 Ha
relative energy (zero: lowest compared OMol25 entry of this formula, charge and spin): 160.89 kJ/mol
HOMO level: -8.89 eV

CARTESIAN COORDINATES (ANGSTROEM)
C: 19.3213 13.4789 20.6698
O: 18.5636 12.3631 20.1500
C: 17.1860 12.6285 20.0785
C: 16.3854 11.3758 19.7081
C: 16.6458 10.8635 18.2655
N: 14.9321 11.7429 19.7884
H: 20.3278 13.0952 20.7909
H: 18.9449 13.6729 21.6743
H: 19.3762 14.3510 20.0150
H: 16.7545 13.0035 21.1023
H: 16.9837 13.3944 19.3436
H: 16.7831 10.6621 20.4196
H: 15.8917 10.1674 17.9423
H: 17.6333 10.4547 18.1037
H: 16.5523 11.7361 17.5892
H: 14.7263 12.1085 20.6924
H: 14.3740 10.9171 19.6452
C: 11.5163 14.2543 17.4837
O: 10.5993 13.3079 16.8621
C: 11.1392 11.9807 16.7863
C: 10.6515 11.2293 15.5217
C: 10.8854 9.6996 15.6369
N: 11.4076 11.7301 14.3822
H: 12.3781 14.4927 16.8929
H: 11.7936 13.8846 18.4834
H: 10.9545 15.1782 17.6836
H: 12.2191 12.0117 16.8495
H: 10.7493 11.4939 17.7077
H: 9.5799 11.4140 15.4769
H: 10.4552 9.1711 14.7416
H: 10.3210 9.3464 16.5051
H: 11.9427 9.4360 15.8034
H: 11.1351 11.2456 13.5360
H: 11.1593 12.6861 14.2363
C: 14.3201 17.1287 9.0392
O: 15.0299 16.1344 9.7668
C: 14.0835 15.2317 10.2489
C: 14.7923 14.2693 11.2079
C: 15.6371 13.2718 10.4305
N: 13.8755 13.5567 12.0968
H: 14.9890 17.8378 8.5574
H: 13.6446 17.6632 9.7380
H: 13.7556 16.6215 8.2489
H: 13.3765 15.8765 10.8238
H: 13.4335 14.7626 9.5159
H: 15.4079 14.8600 11.8359
H: 14.9999 12.5183 9.8817
H: 16.2797 12.7372 11.1114
H: 16.2543 13.8251 9.6931
H: 13.2088 14.1565 12.5440
H: 13.4538 12.8145 11.5493
C: 24.0236 14.1453 14.6114
O: 25.2793 14.8017 14.4986
C: 25.6762 14.9872 13.1678
C: 26.8325 15.9330 13.1464
C: 28.0611 15.5131 13.9788
N: 26.4860 17.3480 13.3806
H: 23.8622 13.2592 14.0115
H: 23.2494 14.8266 14.3055
H: 23.8823 13.9317 15.6821
H: 25.9463 13.9965 12.8104
H: 24.7943 15.3436 12.6322
H: 27.1861 15.8956 12.0638
H: 28.7764 16.3347 14.0339
H: 28.6105 14.6962 13.5005
H: 27.7325 15.3386 14.9927
H: 25.8975 17.4367 14.2218
H: 27.2880 17.9260 13.4613
C: 22.2196 10.6941 14.4056
O: 21.8617 11.5441 15.4689
C: 20.8744 10.9284 16.3647
C: 20.9200 11.7774 17.6682
C: 20.4590 13.2051 17.3583
N: 22.2317 11.9024 18.3444
H: 22.7148 11.3390 13.6380
H: 21.3382 10.2546 13.9688
H: 22.8533 9.8396 14.7586
H: 19.9524 10.8083 15.7900
H: 21.2846 9.8988 16.6505
H: 20.2625 11.3575 18.4560
H: 20.4934 13.8549 18.2288
H: 19.4359 13.1056 16.9504
H: 21.0875 13.6744 16.5824
H: 22.9791 12.2623 17.7509
H: 22.5858 11.0322 18.7110
C: 13.6929 9.9706 12.9545
O: 15.0030 9.4563 13.2019
C: 15.1193 9.3422 14.6127
C: 16.4154 8.4892 14.9106
C: 17.6792 9.3565 14.5669
N: 16.4410 7.2696 14.1199
H: 13.3790 10.7923 13.5447
H: 12.9675 9.1304 13.0085
H: 13.7231 10.3189 11.8940
H: 15.0813 10.3116 15.1069
H: 14.3183 8.7029 14.9990
H: 16.4223 8.2205 15.9615
H: 17.5871 9.7556 13.5759
H: 18.4949 8.6859 14.6964
H: 17.7674 10.1378 15.2811
H: 16.2221 7.5070 13.1749
H: 15.6114 6.7139 14.2914
C: 18.7925 12.7609 13.4403
O: 17.7898 13.6979 13.8088
C: 16.6585 13.0129 14.4052
C: 15.7659 14.0984 14.9982
C: 16.3618 14.9416 16.1019
N: 14.4854 13.6737 15.4791
H: 19.1979 12.2606 14.3478
H: 19.5229 13.2806 12.8289
H: 18.3523 11.9666 12.7805
H: 16.1192 12.5171 13.5856
H: 16.8458 12.2456 15.2017
H: 15.6051 14.7516 14.0889
H: 15.8143 15.9236 16.1481
H: 17.3728 15.2633 15.9031
H: 16.2910 14.4478 17.1026
H: 14.1396 12.9483 14.7771
H: 14.5725 13.1766 16.3395
C: 19.8223 17.1042 9.7694
O: 19.2220 17.4848 10.9651
C: 18.0979 16.7177 11.2733
C: 17.3403 17.2921 12.4426
C: 16.8299 18.7012 12.1587
N: 18.1599 17.2314 13.6287
H: 19.1180 17.1758 8.9159
H: 20.1446 16.0709 9.7775
H: 20.7522 17.7055 9.6337
H: 17.4005 16.5619 10.4067
H: 18.3992 15.6829 11.5580
H: 16.4782 16.6356 12.6273
H: 16.5249 19.2672 13.0229
H: 15.9796 18.6280 11.4841
H: 17.7114 19.2339 11.7231
H: 19.0081 17.7256 13.3588
H: 18.4767 16.2979 13.8446
C: 13.3688 17.9618 12.9486
C: 13.8618 17.1475 14.1542
C: 13.6572 18.1056 15.3968
O: 13.1717 15.9498 14.2615
H: 13.7618 18.9287 13.0465
H: 12.2890 18.0200 12.9687
H: 13.6629 17.4619 11.9955
H: 14.9138 17.0156 14.0146
H: 12.5965 18.3792 15.5551
H: 14.2652 18.9633 15.3256
H: 13.9954 17.6629 16.3173
H: 13.6020 15.2742 14.8267
C: 14.8776 16.8028 19.7068
C: 15.7254 18.0299 19.6038
C: 16.5928 17.8334 18.3698
O: 14.8990 19.1528 19.6495
H: 14.2812 16.6833 20.6256
H: 15.5545 15.8886 19.6449
H: 14.2189 16.7632 18.8112
H: 16.2984 18.1737 20.5064
H: 17.1307 16.8646 18.5038
H: 17.3316 18.5808 18.1610
H: 15.9695 17.7217 17.5163
H: 14.2943 19.1160 18.9104
C: 19.4931 9.8565 10.8890
C: 18.5756 10.5269 9.8988
C: 17.1455 10.1893 10.2615
O: 18.8748 11.9794 9.8988
H: 19.5661 8.8107 10.6439
H: 19.1466 9.9668 11.9017
H: 20.5120 10.2172 10.9216
H: 18.8190 10.1451 8.8429
H: 16.8812 10.6556 11.2351
H: 17.0353 9.0992 10.3735
H: 16.3830 10.4481 9.5262
H: 18.0809 12.5005 10.0571



Entry 3:
The following is a quantum chemistry calculation of a molecular structure, C41H27F15MnN5O2, from the OMol25 dataset.

Output
E_tot: -4650.332372 Ha
total charge: +4
relative energy (zero: lowest compared OMol25 entry of this formula, charge and spin): 61.45 kJ/mol
HOMO level (alpha / beta): -19.60 / -19.60 eV

CARTESIAN COORDINATES (ANGSTROEM)
Mn: -0.3002 -0.0220 -0.6561
C: -1.6003 -5.0468 0.5468
C: -0.3649 -5.1491 1.1759
C: 0.2616 -3.9974 1.6497
C: -0.3643 -2.7692 1.5557
N: -1.6267 -2.7517 1.0537
C: -2.2284 -3.8233 0.5121
C: 0.2804 -1.5289 2.0699
C: 0.7524 -1.5738 3.3740
C: 1.3731 -0.4592 3.9132
C: 1.5610 0.6394 3.0986
C: 1.1111 0.6053 1.7844
N: 0.4365 -0.4489 1.2796
C: 1.3595 1.7336 0.8619
C: 2.2631 2.7499 1.1383
C: 2.4522 3.7724 0.2188
C: 1.7295 3.7446 -0.9625
C: 0.8688 2.6824 -1.1848
N: 0.6787 1.6966 -0.3020
H: -2.0912 -5.9121 0.1223
H: 0.1180 -6.1110 1.2959
H: 1.2510 -4.0528 2.0837
H: -3.2207 -3.6727 0.1085
H: 0.6010 -2.4587 3.9763
H: 1.7141 -0.4591 4.9405
H: 2.0568 1.5205 3.4788
H: 2.8440 2.7452 2.0494
H: 3.1586 4.5671 0.4206
H: 1.8427 4.5129 -1.7152
H: 0.3267 2.6280 -2.1182
C: -3.3133 5.1213 -3.0352
C: -2.9569 4.0464 -2.1067
C: -3.3214 4.1389 -0.7322
C: -3.0143 3.1688 0.1727
C: -2.2660 2.0295 -0.2646
N: -1.7487 1.0350 0.4569
C: -1.8571 1.1701 1.8526
C: -1.4471 2.4135 2.3838
C: -1.5308 2.7165 3.7198
C: -2.0825 1.8018 4.6160
C: -2.3037 2.1350 6.0426
C: -2.4724 0.5476 4.1075
C: -2.3552 0.1908 2.7781
C: -3.0041 -1.1150 2.3183
O: -2.3512 -1.5721 1.0873
C: -3.0894 -2.2288 3.4301
F: -1.8504 -2.4967 3.8964
F: -3.8346 -1.8884 4.4575
F: -3.5898 -3.3528 2.9140
C: -4.4956 -0.7965 1.8886
F: -5.2541 -0.5822 2.9431
F: -4.5079 0.3264 1.1549
F: -4.9895 -1.7887 1.1606
C: -2.0483 1.8663 -1.6840
C: -2.3452 2.8466 -2.5747
C: -1.7519 0.4337 -1.9062
O: -0.6129 0.0743 -2.6689
C: -3.1276 -0.2373 -2.2587
F: -3.3344 -0.1471 -3.5642
F: -3.2362 -1.5083 -1.8637
F: -4.0954 0.4446 -1.6619
C: -0.5220 -1.2874 -2.9208
F: 0.6488 -1.5868 -3.3947
F: -0.6615 -1.8892 -1.6434
F: -1.4216 -1.7958 -3.6978
H: -3.1205 6.1059 -2.5972
H: -2.8412 5.0309 -4.0101
H: -4.4039 5.1311 -3.1951
H: -3.8840 5.0057 -0.4065
H: -3.3659 3.2549 1.1911
H: -1.0033 3.1300 1.7009
H: -1.1739 3.6748 4.0771
H: -1.6898 2.9670 6.3799
H: -3.3491 2.4417 6.1766
H: -2.1707 1.2749 6.6989
H: -2.9326 -0.1199 4.8191
H: -2.1804 2.7135 -3.6380
F: 4.8056 -3.7103 -3.3752
C: 5.1278 -2.4637 -3.0279
F: 6.1472 -2.5031 -2.1697
F: 5.4883 -1.7833 -4.1098
C: 3.9331 -1.8003 -2.3510
C: 3.5946 -0.4835 -2.6111
C: 2.4713 0.0428 -2.0012
N: 1.6933 -0.6478 -1.1523
C: 2.0729 -1.9069 -0.8722
C: 3.1664 -2.5195 -1.4447
H: 4.1775 0.1189 -3.2946
H: 2.1927 1.0583 -2.2308
H: 1.4712 -2.4579 -0.1632
H: 3.4103 -3.5466 -1.2076